[1]
The following is a DFT calculation (wB97M-V/def2-TZVPD) of the molecule C22H18Br2O2 at a distorted geometry.

- molar mass (u) = 474.19
- SMILES = COc1ccc(O[C@H](/C=C/c2ccc(Br)cc2)c2ccc(Br)cc2)cc1
- E (eV) = -167283.055

Last column: Mulliken charge in e.
Positions of all 44 atoms, in Å:
1 C 1.851 -5.420 3.223  -0.73
2 O 0.719 -5.132 2.282  -0.43
3 C 0.448 -3.898 1.761  0.77
4 C -0.312 -3.868 0.563  -1.07
5 C -0.846 -2.686 0.086  -0.11
6 C -0.753 -1.500 0.856  0.09
7 O -1.380 -0.349 0.681  -0.37
8 C -1.477 0.406 -0.748  0.82
9 C -0.215 1.229 -0.858  -0.37
10 C 1.071 0.816 -0.887  -0.48
11 C 2.263 1.629 -0.988  0.79
12 C 3.537 0.973 -1.014  -0.57
13 C 4.725 1.673 -1.268  -0.45
14 C 4.705 3.068 -1.466  0.00
15 Br 6.321 3.995 -1.716  -0.18
16 C 3.476 3.752 -1.360  -0.62
17 C 2.282 3.048 -1.105  -0.25
18 C -2.781 1.194 -0.637  -0.10
19 C -4.017 0.538 -0.651  -0.27
20 C -5.208 1.225 -0.903  -0.48
21 C -5.188 2.637 -1.089  0.00
22 Br -6.700 3.579 -1.756  -0.17
23 C -3.948 3.302 -1.019  -0.51
24 C -2.764 2.593 -0.706  -0.41
25 C 0.119 -1.544 1.992  -0.26
26 C 0.693 -2.699 2.461  -0.39
27 H 2.070 -6.459 2.928  0.26
28 H 2.715 -4.740 3.055  0.33
29 H 1.509 -5.333 4.281  0.27
30 H -0.472 -4.844 0.105  0.35
31 H -1.412 -2.676 -0.831  0.32
32 H -1.743 -0.585 -1.366  0.52
33 H -0.256 2.338 -0.889  -0.36
34 H 1.323 -0.246 -0.796  0.32
35 H 3.577 -0.117 -0.887  0.33
36 H 5.672 1.140 -1.332  0.39
37 H 3.461 4.829 -1.495  0.40
38 H 1.334 3.603 -1.047  0.32
39 H -4.040 -0.547 -0.434  0.39
40 H -6.152 0.691 -1.000  0.40
41 H -3.879 4.369 -1.241  0.38
42 H -1.871 3.180 -0.546  0.38
43 H 0.267 -0.551 2.392  0.38
44 H 1.278 -2.614 3.367  0.37

Atomic forces in eV per Å
-1.28 0.65 -1.04
1.27 -0.51 0.58
-0.59 0.54 0.49
1.09 -0.51 1.22
-0.52 1.08 0.56
2.27 -2.16 0.65
-1.20 2.40 -1.56
-0.78 -3.10 2.15
1.08 0.42 -0.64
-1.32 -1.26 0.41
2.09 1.20 -0.05
-0.62 0.62 -0.38
-0.33 0.36 -0.02
-1.38 -0.89 0.65
0.00 0.09 -0.13
0.02 -0.63 0.06
0.33 -0.48 -0.34
0.65 0.62 -0.34
-0.24 -0.19 0.01
0.06 0.94 0.16
1.58 -0.95 -0.56
0.18 -0.26 0.33
-0.26 -0.43 0.45
-1.40 0.02 -0.40
-1.16 0.81 -1.69
-0.12 -0.37 -0.48
0.23 0.54 0.56
-0.56 -0.45 -0.06
0.17 -0.12 -0.85
-0.04 0.40 -0.20
-0.18 -0.16 -0.18
1.35 2.67 0.49
-0.67 -0.99 -0.06
-0.37 0.12 -0.16
-0.03 0.49 -0.07
-0.24 0.11 0.09
-0.06 -0.14 0.09
0.60 -0.18 -0.07
-0.03 0.65 -0.45
0.24 0.09 0.16
-0.14 -0.30 0.27
-0.01 -0.15 -0.29
0.19 -0.14 0.61
0.12 -0.44 0.02

[2]
The following is a DFT calculation (wB97M-V/def2-TZVPD) of a structure of composition C22H18Br3N7SSeSn at a distorted geometry.

- total charge = +4
- molar mass (u) = 849.89
- energy relative to the best compared isomer or geometry (same formula, charge and spin) (kcal/mol) = 9.89
- E (eV) = -325632.890

Last column: Mulliken charge in e.
Positions of all 53 atoms, in Å:
1 Sn 0.465 0.087 0.261  1.10
2 N 0.379 1.773 4.367  -0.05
3 C -0.753 0.888 4.600  0.12
4 C -1.818 0.911 5.486  -0.63
5 C -2.652 -0.212 5.437  -0.44
6 C -2.706 -0.958 4.277  -0.56
7 C -1.732 -0.874 3.269  -0.29
8 C -0.710 0.062 3.439  0.42
9 N 0.273 0.485 2.547  0.04
10 C 0.890 1.486 3.129  0.55
11 C 1.999 2.303 2.527  -0.07
12 C 2.610 3.434 3.076  -0.52
13 S 3.986 3.854 2.122  0.08
14 C 3.464 2.731 0.911  -0.24
15 N 2.441 1.926 1.252  -0.03
16 H 0.840 2.320 5.053  0.30
17 H -2.079 1.826 6.070  0.45
18 H -3.348 -0.404 6.274  0.46
19 H -3.588 -1.564 4.103  0.45
20 H -1.847 -1.460 2.389  0.57
21 H 2.508 3.905 4.038  0.37
22 H 3.970 2.682 -0.050  0.43
23 C -0.714 2.013 -5.647  -1.26
24 C 0.235 1.109 -4.875  0.41
25 C 1.466 0.655 -5.435  -0.60
26 C 2.409 0.096 -4.665  -0.47
27 C 2.134 -0.080 -3.297  0.44
28 Br 3.547 -0.876 -2.314  0.08
29 N 0.969 0.195 -2.762  -0.03
30 C 0.068 0.821 -3.550  -0.08
31 H -0.193 2.846 -6.193  0.42
32 H -1.390 2.358 -4.930  0.37
33 H -1.283 1.393 -6.304  0.38
34 H 1.688 0.916 -6.434  0.55
35 H 3.426 -0.170 -4.985  0.45
36 H -0.915 1.018 -3.051  0.37
37 Br -2.768 1.025 0.033  -0.05
38 C -2.803 2.682 -1.046  -0.51
39 Br -1.233 3.785 -1.040  -0.06
40 H -3.592 3.324 -0.702  0.40
41 H -2.964 2.416 -2.076  0.31
42 Se 2.580 -2.510 0.605  0.29
43 N 2.183 -3.882 -0.494  -0.56
44 C 0.918 -4.223 -0.359  0.78
45 C 0.340 -5.373 -1.007  -0.45
46 C -1.018 -5.374 -1.070  -0.41
47 C -1.743 -4.260 -0.508  -0.26
48 N -1.265 -3.163 0.045  -0.36
49 C 0.057 -3.174 0.267  0.60
50 N 0.772 -2.157 0.844  -0.56
51 H 0.999 -6.156 -1.483  0.46
52 H -1.723 -6.203 -1.428  0.36
53 H -2.777 -4.254 -0.717  0.47

Atomic forces in eV per Å
0.05 -0.03 0.08
-1.43 -1.55 -1.33
1.40 1.59 -0.18
1.61 1.77 -0.14
-1.03 0.85 1.15
0.69 -1.37 -2.64
-1.98 -0.41 1.31
0.60 0.25 -0.35
-1.73 -1.51 0.30
1.57 3.13 1.92
-0.86 -0.22 0.07
0.99 -1.54 -0.58
-1.55 -0.31 -0.48
-0.94 -1.14 0.72
1.06 1.46 0.51
0.24 0.69 0.63
0.63 -1.16 0.09
0.35 0.10 -0.57
0.29 -0.35 0.15
0.03 -0.43 -0.65
-0.29 0.02 0.14
-0.07 -0.11 0.25
2.18 -0.65 0.63
1.25 1.45 -3.41
-0.85 0.80 -0.31
1.67 -0.34 -0.27
0.77 -1.05 0.56
-1.02 0.77 -0.57
-0.99 0.85 0.09
-1.20 -1.48 4.11
-0.44 -0.94 0.40
-1.23 1.10 0.90
-0.36 -0.45 -1.04
0.13 -0.01 -1.11
-0.66 0.20 -0.32
0.97 -0.03 -0.48
0.16 0.54 -0.29
0.27 0.17 -0.14
0.32 -0.37 0.23
-0.45 -0.17 0.40
-0.20 -0.39 -0.09
-1.39 -0.77 -0.53
0.20 -0.54 1.30
0.49 1.46 -0.35
0.17 -0.72 -0.82
-1.14 -1.04 0.60
1.00 0.52 -0.70
-0.21 -0.08 0.83
2.06 0.17 -0.50
-0.73 -0.83 -0.57
-0.81 0.97 0.73
1.67 1.12 0.20
-1.24 0.03 0.13

[3]
The following is a DFT calculation (wB97M-V/def2-TZVPD) of a structure of composition C22H18Cl2IrN6S4 at a distorted geometry.

- total charge = +2
- molar mass (u) = 757.82
- spin multiplicity = 2
- energy relative to the best compared isomer or geometry (same formula, charge and spin) (kcal/mol) = 12.39
- E (eV) = -103252.954

Last column: Löwdin spin population.
Positions of all 53 atoms, in Å:
1 Ir 0.621 0.253 0.387  0.11
2 S -1.037 -0.480 1.728  0.13
3 C -2.293 0.181 0.789  0.14
4 N -3.564 0.424 1.202  -0.10
5 N -3.840 0.190 2.425  0.18
6 C -5.085 0.426 2.989  0.05
7 C -6.112 1.038 2.257  0.07
8 C -7.319 1.243 2.882  0.00
9 C -7.503 0.844 4.211  0.12
10 C -6.473 0.237 4.928  0.00
11 C -5.255 0.026 4.323  0.07
12 N -2.093 0.488 -0.510  -0.06
13 N -0.881 0.488 -0.871  0.12
14 C -0.601 0.543 -2.256  0.01
15 C 0.643 1.036 -2.660  0.03
16 C 0.954 1.061 -4.005  0.00
17 C 0.033 0.588 -4.934  0.05
18 C -1.206 0.099 -4.523  0.00
19 C -1.534 0.075 -3.183  0.03
20 H -3.119 -0.189 3.047  0.00
21 H -5.946 1.335 1.231  0.00
22 H -8.126 1.720 2.344  0.00
23 H -8.458 1.010 4.690  0.01
24 H -6.629 -0.070 5.952  0.00
25 H -4.445 -0.455 4.861  0.00
26 H 1.322 1.454 -1.925  0.00
27 H 1.903 1.462 -4.337  0.00
28 H 0.278 0.605 -5.988  0.00
29 H -1.914 -0.265 -5.256  0.00
30 H -2.480 -0.320 -2.840  0.00
31 Cl 3.163 -0.019 -0.124  0.00
32 C 2.933 -1.539 -1.041  0.00
33 Cl 1.240 -2.056 -0.854  0.01
34 H 3.584 -2.295 -0.620  0.00
35 H 3.133 -1.349 -2.088  0.00
36 S 3.704 1.176 5.950  0.00
37 C 3.183 1.455 4.449  0.00
38 S 1.480 1.699 4.137  0.00
39 C 1.809 1.911 2.458  0.00
40 N 3.062 1.799 2.147  0.00
41 N 3.842 1.558 3.206  0.00
42 C 5.271 1.508 2.920  0.00
43 C 6.212 1.234 3.899  0.00
44 C 7.563 1.270 3.574  0.00
45 C 7.979 1.550 2.286  0.00
46 C 7.026 1.786 1.303  0.00
47 C 5.679 1.770 1.612  0.00
48 S 0.602 2.315 1.272  0.02
49 H 5.916 0.977 4.900  0.00
50 H 8.293 1.072 4.348  0.00
51 H 9.034 1.584 2.047  0.00
52 H 7.335 1.995 0.287  0.00
53 H 4.949 1.988 0.847  0.00

Atomic forces in eV per Å
-0.40 -0.77 -0.15
0.59 -0.05 0.09
-1.24 0.32 0.42
0.65 -0.07 -0.60
-0.20 -0.12 0.33
0.30 -0.05 -0.11
-0.04 -0.01 -0.10
0.00 0.00 0.05
-0.01 0.03 -0.06
0.00 -0.02 0.04
-0.01 -0.03 0.08
-0.10 0.08 -0.28
0.28 0.08 0.16
0.11 0.11 -0.11
-0.14 0.05 0.15
0.01 -0.04 -0.04
-0.03 -0.02 -0.01
0.07 0.05 -0.06
-0.04 -0.05 0.15
-0.05 0.05 0.06
0.01 0.01 0.02
-0.01 -0.02 0.01
0.00 0.00 -0.01
0.00 0.01 -0.01
-0.01 0.03 -0.01
0.05 0.07 -0.08
-0.02 0.01 0.02
-0.01 0.00 0.02
0.01 -0.01 0.01
0.00 0.02 -0.04
0.28 -0.13 -0.06
0.04 0.07 -0.04
0.00 0.05 0.18
0.00 -0.01 0.04
-0.03 0.01 -0.03
0.23 -0.06 0.24
0.16 0.00 -0.41
-0.17 0.06 -0.01
0.03 -0.03 0.07
-0.09 0.12 0.05
0.10 -0.09 0.09
-0.23 0.01 0.06
0.05 -0.11 0.09
-0.04 -0.04 0.01
-0.01 0.01 -0.04
0.06 -0.03 0.01
-0.08 0.07 -0.04
-0.11 0.24 -0.22
0.00 0.09 0.03
-0.02 -0.01 0.00
-0.03 -0.01 -0.01
-0.01 0.02 0.01
0.10 0.08 0.03

[4]
The following is a DFT calculation (wB97M-V/def2-TZVPD) of a structure of composition C22H18Cl3F3GeN8S2Zr.

- total charge = +3
- molar mass (u) = 785.76
- spin multiplicity = 2
- energy relative to the best compared isomer or geometry (same formula, charge and spin) (kcal/mol) = 9.35
- E (eV) = -160192.814

Last column: Löwdin spin population.
Positions of all 58 atoms, in Å:
1 Zr -0.365 0.836 -0.180  0.01
2 C -2.256 2.004 1.229  0.00
3 C -2.414 2.875 0.134  0.00
4 C -3.474 2.700 -0.746  0.00
5 C -4.405 1.694 -0.516  0.00
6 C -4.285 0.860 0.591  0.00
7 C -3.217 1.010 1.460  0.00
8 H -1.513 2.233 1.995  0.00
9 H -1.751 3.718 0.007  0.00
10 H -3.599 3.377 -1.581  0.00
11 H -5.247 1.578 -1.186  0.00
12 H -5.041 0.111 0.785  0.00
13 H -3.140 0.380 2.338  0.00
14 S -0.355 -2.262 6.936  0.00
15 N -1.221 -2.635 5.630  0.00
16 C -0.750 -1.899 4.639  0.00
17 C -1.222 -1.917 3.276  0.00
18 C -2.207 -2.794 2.807  0.00
19 C -2.529 -2.772 1.467  0.00
20 C -1.912 -1.849 0.636  0.00
21 N -0.987 -0.980 1.073  0.00
22 C -0.616 -1.044 2.372  0.00
23 C 0.486 -0.175 2.773  0.00
24 N 1.013 0.608 1.805  0.00
25 C 2.137 1.278 2.100  0.00
26 C 2.731 1.262 3.354  0.00
27 C 2.147 0.535 4.366  0.00
28 C 1.004 -0.217 4.071  0.00
29 C 0.346 -1.071 5.025  0.00
30 N 0.674 -1.206 6.300  0.00
31 H -2.682 -3.482 3.496  0.00
32 H -3.260 -3.450 1.051  0.00
33 H -2.174 -1.788 -0.410  0.00
34 H 2.582 1.854 1.306  0.00
35 H 3.637 1.830 3.517  0.00
36 H 2.561 0.513 5.366  0.00
37 C 3.452 -0.775 -5.975  0.00
38 C 3.012 -1.099 -4.600  0.00
39 N 2.836 -2.284 -4.108  0.00
40 N 2.430 -2.082 -2.832  0.00
41 C 2.336 -0.808 -2.499  0.01
42 S 1.971 -0.287 -0.884  0.11
43 N 2.712 -0.151 -3.623  0.00
44 N 2.822 1.236 -3.775  0.08
45 H 3.651 -1.706 -6.499  0.00
46 H 4.367 -0.180 -5.972  0.00
47 H 2.677 -0.229 -6.517  0.00
48 H 2.233 -2.875 -2.235  0.00
49 H 2.199 1.534 -4.526  0.00
50 H 3.782 1.464 -4.036  0.00
51 Cl 2.625 4.489 -2.813  0.18
52 Ge 2.055 2.671 -1.891  0.39
53 Cl 0.009 2.089 -2.690  0.06
54 Cl 0.801 3.224 0.130  0.13
55 F -1.687 0.109 -1.300  0.00
56 C -0.933 -2.217 -3.061  0.00
57 F -1.795 -2.582 -3.921  0.00
58 F -0.255 -1.256 -3.661  0.00

Atomic forces in eV per Å
-0.08 0.03 0.68
0.15 0.07 -0.02
0.07 0.00 -0.16
0.03 0.00 -0.01
-0.04 -0.03 -0.01
0.00 0.02 -0.01
0.09 -0.06 0.03
-0.03 0.02 0.04
-0.05 0.05 0.02
-0.01 0.00 0.00
0.00 0.01 0.00
0.01 0.00 0.00
0.00 0.01 0.00
0.05 -0.22 -0.02
-0.05 0.14 0.16
0.48 0.29 0.17
0.10 -0.04 -0.12
0.00 0.04 -0.05
-0.01 -0.02 0.02
0.06 0.07 -0.03
-0.12 -0.10 -0.43
0.14 0.19 0.28
-0.18 -0.27 0.17
0.07 0.19 -0.28
-0.12 -0.07 -0.03
0.02 0.02 -0.02
-0.06 -0.03 -0.04
0.07 0.11 -0.21
-0.44 -0.48 0.00
-0.14 0.14 -0.02
0.01 0.00 0.01
0.00 0.00 0.01
0.00 -0.01 0.00
0.02 0.01 0.03
0.00 0.00 0.00
-0.01 -0.01 0.00
0.00 0.03 0.01
-0.01 -0.07 -0.06
-0.02 0.01 0.01
0.05 0.08 -0.04
-0.23 -0.14 0.13
0.14 0.51 -0.02
-0.01 0.09 -0.01
-0.05 0.01 0.20
-0.01 0.00 0.00
0.01 0.00 0.01
0.00 0.00 -0.01
0.00 -0.03 0.01
0.02 0.01 -0.03
0.02 0.04 0.03
-0.04 -0.14 0.02
-0.45 -0.09 0.02
0.28 -0.13 0.14
0.28 -0.19 -0.38
0.07 -0.06 -0.13
0.00 -0.02 0.01
-0.19 -0.16 -0.01
0.11 0.20 -0.09

[5]
The following is a DFT calculation (wB97M-V/def2-TZVPD) of a structure of composition C22H18Cl3N5O2RuS.

- total charge = +1
- molar mass (u) = 623.91
- spin multiplicity = 2
- energy relative to the best compared isomer or geometry (same formula, charge and spin) (kcal/mol) = 33.03
- E (eV) = -85632.109

Last column: Löwdin spin population.
Positions of all 52 atoms, in Å:
1 Ru -0.059 0.061 0.244  0.84
2 C 3.798 -0.961 -1.569  0.00
3 C 2.512 -1.070 -1.035  0.00
4 N 1.901 -0.055 -0.450  0.01
5 C 2.551 1.138 -0.387  0.00
6 C 3.840 1.335 -0.890  0.00
7 C 4.468 0.234 -1.493  0.00
8 C 4.435 2.635 -0.765  0.00
9 C 3.772 3.653 -0.176  0.00
10 C 2.446 3.476 0.343  0.00
11 C 1.702 4.487 0.978  0.00
12 C 0.445 4.199 1.446  0.00
13 C -0.086 2.920 1.273  0.00
14 N 0.588 1.964 0.662  -0.01
15 C 1.844 2.223 0.220  0.00
16 H 4.246 -1.825 -2.037  0.00
17 H 1.953 -1.988 -1.096  0.00
18 H 5.466 0.336 -1.899  0.00
19 H 5.433 2.785 -1.156  0.00
20 H 4.234 4.628 -0.085  0.00
21 H 2.127 5.476 1.098  0.00
22 H -0.152 4.944 1.953  0.00
23 H -1.076 2.662 1.628  0.00
24 S 0.011 -0.081 2.578  -0.01
25 C 0.489 -1.757 2.508  0.00
26 C 0.646 -2.640 3.573  0.00
27 C 0.996 -3.942 3.285  0.00
28 C 1.160 -4.340 1.961  0.00
29 C 0.973 -3.398 0.970  0.01
30 N 0.672 -2.125 1.234  0.09
31 H 0.488 -2.306 4.589  0.00
32 H 1.130 -4.658 4.085  0.00
33 H 1.423 -5.357 1.710  0.00
34 H 1.055 -3.669 -0.077  0.00
35 C -3.441 -4.065 -1.184  0.00
36 N -3.255 -2.670 -0.791  0.00
37 C -4.408 -1.890 -0.335  0.00
38 C -2.081 -2.113 -0.835  0.01
39 N -1.054 -1.577 -0.893  0.01
40 H -4.056 -4.122 -2.082  0.00
41 H -3.929 -4.610 -0.375  0.00
42 H -2.473 -4.517 -1.384  0.00
43 H -5.154 -1.832 -1.128  0.00
44 H -4.080 -0.886 -0.077  0.00
45 H -4.843 -2.370 0.542  0.00
46 Cl -3.411 2.102 -2.970  0.00
47 C -3.242 2.142 -1.222  0.00
48 Cl -4.714 1.549 -0.456  0.00
49 Cl -2.919 3.809 -0.677  0.00
50 C -2.011 1.320 -0.783  0.00
51 O -1.020 1.271 -1.513  0.04
52 O -2.047 0.769 0.362  0.00

Atomic forces in eV per Å
0.01 0.63 -0.52
0.08 -0.02 -0.03
-0.13 0.08 -0.02
0.09 0.17 0.10
-0.10 0.03 0.05
-0.15 0.01 0.07
0.00 -0.02 -0.01
0.05 0.01 -0.02
0.04 0.07 0.00
-0.09 -0.10 0.02
-0.03 -0.08 -0.01
0.03 0.12 0.02
-0.17 -0.07 0.02
0.28 -0.33 0.05
0.09 -0.07 -0.07
0.00 0.00 0.00
-0.02 -0.06 0.01
0.00 0.01 0.00
0.00 0.00 0.01
0.00 0.00 0.00
0.01 0.00 0.00
0.01 0.01 -0.01
0.05 0.00 -0.01
0.12 -0.20 0.07
-0.03 0.13 -0.36
0.00 0.01 0.06
-0.01 0.00 0.07
0.00 -0.01 -0.08
-0.02 -0.03 0.07
0.01 -0.24 0.30
0.00 0.01 0.00
0.01 0.02 0.01
-0.01 0.00 -0.02
0.03 -0.01 -0.02
0.00 0.00 0.05
0.05 -0.11 0.02
0.06 -0.02 -0.06
-0.04 0.00 -0.13
-0.01 0.24 0.25
-0.01 0.00 0.01
0.00 0.00 -0.01
-0.01 -0.01 -0.01
0.00 0.00 0.00
-0.03 -0.18 0.04
-0.01 0.01 0.01
-0.01 0.00 0.01
0.02 0.06 -0.03
-0.07 0.20 -0.01
0.00 -0.03 -0.01
-0.48 -0.01 0.31
0.46 -0.23 -0.16
-0.08 0.00 -0.03